Entry from the OMol25 dataset: 2 unconnected molecules or ions with the total composition C6H12INO in a non-equilibrium geometry (the ωB97M-V functional and the def2-TZVPD basis).

relative energy (zero: lowest compared OMol25 entry of this formula, charge and spin)	2.061	eV
E_LUMO	0.0121	Ha
F_max	0.0802	Eh/bohr

```
21
Properties=species:S:1:pos:R:3:forces:R:3:mulliken_charge:R:1
C 0.5777 -0.3788 0.1505 1.0 1.3 -0.5 -0.31
C -1.6357 0.6898 -1.8230 2.1 -0.2 -0.3 -1.30
C -0.3319 -1.4358 0.4702 -1.8 -1.6 0.2 -0.52
C -1.9549 -0.7517 -1.4936 0.6 -0.9 0.2 -0.29
C -1.7929 -1.0186 0.0357 0.8 0.3 -0.2 -0.75
C 2.8845 0.1946 0.7073 1.9 -1.8 -3.1 -0.35
N 1.7375 -0.1549 0.4114 -1.9 -1.1 -0.1 0.12
O 2.2039 2.0497 2.7334 2.7 -1.9 2.5 -0.64
I 4.4962 -0.1960 -0.6891 -0.7 0.2 0.7 -0.04
H 2.8044 2.6914 3.1258 -0.4 0.2 -0.3 0.31
H -2.0800 1.1576 -2.6407 -1.2 0.1 -1.8 0.40
H -1.7818 1.4002 -1.0711 -0.9 0.7 1.9 0.40
H -0.5733 0.8831 -1.9800 0.2 -0.6 -0.2 0.27
H -0.2488 -1.7943 1.5566 -0.2 0.6 -1.3 0.34
H -0.0872 -2.3249 -0.1674 0.1 0.6 0.5 0.25
H -1.3339 -1.4696 -2.0923 -0.2 0.7 0.5 0.26
H -2.9591 -1.0061 -1.8046 -0.5 0.1 0.1 0.32
H -2.4873 -1.7535 0.4065 -0.4 -0.3 0.0 0.37
H -2.0411 -0.0422 0.4626 0.0 -0.3 0.5 0.32
H 3.0438 0.8238 1.4692 1.0 2.0 2.5 0.54
H 1.5599 2.4362 2.2328 -2.5 2.0 -1.9 0.30
```
Forces are in eV/Å.